No. 1
Computed, not measured: C25H26N4O9SZr as an isolated structure, with ωB97M-V with the def2-TZVPD basis set.

2S+1   1
Net charge   +2
DFT total energy   -62829.78626 eV
Frontier orbital gap   0.144 Ha
Max |F|   1.33 eV/A

Geometry as XYZ:
```
66
Properties=species:S:1:pos:R:3:forces:R:3
H 0.91741 -0.75617 -3.62274 -0.169 0.157 0.121
H 3.88383 -0.00600 -3.29740 -0.196 0.030 0.201
H -2.13424 2.97436 0.09999 -0.064 0.049 0.173
O 0.89006 -0.82090 -0.32261 0.815 0.405 0.789
H -1.44652 -0.51451 -4.38888 -0.050 0.177 0.068
C 0.87440 0.27668 -3.27666 0.330 0.354 -0.175
C -0.26101 2.39702 -3.09234 0.088 0.387 -0.363
O 5.58359 1.32472 3.32392 -0.022 0.431 -0.309
H -0.18209 4.77509 -1.94357 0.011 0.178 0.093
O -6.11106 -2.35407 0.85475 -0.482 0.188 0.553
H -2.30787 1.04847 -4.14873 -0.011 -0.123 -0.074
N -0.80519 0.61659 1.32109 -0.088 -0.131 0.219
O 6.16111 -0.30637 4.59358 -0.453 -0.408 -0.454
H 1.32786 4.52323 -1.00702 -0.096 0.025 -0.220
H -4.21271 1.99797 0.74552 0.067 -0.310 -0.001
C 0.83711 2.97294 -2.42293 0.596 -0.717 0.228
C 0.83551 4.39150 -1.97767 0.038 0.438 -0.103
N 3.16484 -4.13139 3.05208 0.587 0.150 -0.237
H -1.84888 0.02104 -2.23701 0.175 0.090 0.337
O 2.16416 -4.63539 2.60891 -0.399 -0.062 -0.073
C -3.09101 -1.21144 -1.13351 0.690 0.320 -0.438
C 3.69470 -0.07338 2.01265 0.122 0.803 0.267
C 3.24092 -0.02063 -2.40293 0.161 0.186 0.102
C 2.55638 -2.13205 1.71973 -0.095 -0.477 -0.265
C -2.80145 1.19650 -0.64220 -0.407 -1.103 0.343
H 3.83407 0.38707 -1.56887 -0.174 -0.157 -0.313
H -3.62462 -0.53801 3.34944 -0.073 0.056 -0.022
C 2.69256 -0.78658 1.35988 -0.198 -0.578 -0.024
C -4.57846 -0.08807 0.32022 -0.638 0.579 0.775
C -2.35841 -0.01824 -1.25766 0.510 0.813 -0.923
C -1.06716 0.01872 2.27151 -0.309 0.145 0.219
H 1.82839 -2.78641 1.25145 -0.040 0.090 0.108
O -4.51764 -3.77563 -0.29707 0.478 -0.246 -0.070
C 2.01755 0.81566 -2.64899 -0.189 0.269 0.474
C 1.73943 -0.15669 0.40136 0.318 -0.558 0.463
H 3.83425 0.97595 1.80607 0.149 0.144 0.044
H 2.83329 2.56046 -1.68318 0.087 0.138 0.191
S -5.38080 -2.62837 -0.34713 0.690 -0.265 0.342
H -5.45084 -0.12245 0.98834 0.297 -0.177 -0.436
O 4.00968 -4.67934 3.72130 -0.192 0.504 -0.084
H -1.12344 3.01643 -3.34805 0.237 -0.072 0.130
C -1.44709 -0.75245 3.46368 0.014 0.227 -0.434
H -3.03910 -1.96062 4.20472 -0.131 -0.137 0.376
H -1.30173 -0.10669 4.34321 -0.142 -0.096 -0.263
H 2.98965 -1.06415 -2.19981 -0.017 0.094 -0.061
C -0.22402 1.10036 -3.60832 -0.137 -0.716 0.279
N 5.51462 0.17959 3.69541 -0.094 0.031 0.187
C -3.87834 1.10064 0.21661 0.220 1.018 -0.085
N -1.97346 2.39506 -0.71872 -0.258 0.222 -0.848
H 4.99757 -2.46768 4.08402 0.293 -0.084 0.211
C 1.96988 2.15915 -2.18592 -0.777 -0.507 -0.812
H 1.38483 4.99770 -2.72110 -0.166 -0.197 0.307
H -0.69228 -1.53861 3.52565 -0.035 -0.177 0.080
C -1.36540 0.57607 -4.43086 0.186 0.050 -0.459
H -3.00343 -1.95621 2.47911 -0.004 -0.124 -0.434
C 3.39587 -2.67948 2.67937 -0.675 -0.941 -0.155
H -1.18132 0.82862 -5.48984 -0.031 -0.025 0.329
O -6.03653 -2.38379 -1.59247 -0.563 0.175 -0.829
H -2.81538 -2.07594 -1.71887 0.055 -0.181 -0.008
H -2.23282 2.98074 -1.54382 0.334 -0.594 0.858
C -2.88317 -1.32917 3.34656 0.525 0.316 0.218
O 1.65238 1.13664 0.30308 0.238 -0.616 0.417
Zr -0.10487 1.00388 -0.79334 -0.269 0.189 -0.983
C 4.39351 -1.99920 3.33144 -0.450 0.422 -0.230
C 4.49114 -0.66851 2.98311 0.431 0.346 -0.048
C -4.22820 -1.22428 -0.38754 -0.644 -0.420 0.731
```
Forces are in eV/Å.

Atomic partial charges in e from the natural (NBO) method, atoms 1 to 8: atom 1 (H): 0.282, atom 2 (H): 0.292, atom 3 (H): 0.438, atom 4 (O): -0.714, atom 5 (H): 0.258, atom 6 (C): -0.275, atom 7 (C): -0.247, atom 8 (O): -0.352

=====

No. 2
Computed, not measured: C37H63Br2IN2O18S2 as an isolated structure, with ωB97M-V with the def2-TZVPD basis set.

2S+1   1
DFT total energy   -249079.69829 eV
Frontier orbital gap   0.328 Ha
Max |F|   1.99 eV/A

Geometry as XYZ:
```
125
Properties=species:S:1:pos:R:3:forces:R:3
C 6.40916 -2.67310 0.83492 0.007 -0.028 0.013
H -2.11791 1.48025 4.85789 -0.071 0.301 -0.132
H -3.70661 0.85708 0.71622 -0.197 -0.117 0.012
H 0.78827 -0.31608 -1.67502 0.007 0.197 0.213
H -4.47747 -1.68821 -1.93902 0.165 -0.215 -0.060
C -0.15605 4.88443 2.77605 0.485 -0.307 -0.558
O 7.14911 2.94657 2.05054 0.067 0.084 -0.071
C -3.34695 3.14143 -8.02310 -0.018 -0.027 -0.169
O -3.73931 3.26285 -6.65290 0.065 -0.021 -0.094
H 1.36223 1.64664 1.80656 -0.079 -0.245 0.158
H -4.64190 -4.17256 -2.12034 0.067 0.009 -0.033
O 6.49647 -3.85064 0.95951 -0.008 -0.068 0.007
H 1.93740 1.25729 -1.12129 -0.260 -0.067 -0.014
C 0.93949 1.39213 0.83492 0.027 0.464 0.002
H -0.91121 -5.27553 1.48399 0.193 0.192 -0.211
H -6.26455 -2.36596 0.41643 -0.062 0.005 -0.012
H -3.28776 -10.26810 -0.04297 0.021 0.031 -0.029
O -2.59963 3.60540 -4.74229 0.362 0.895 -1.278
H -0.95396 6.06794 1.17287 -0.007 0.008 -0.237
H 0.75613 5.73778 0.98488 0.132 -0.182 -0.120
I 0.23739 -0.55040 -4.54138 0.178 -0.088 0.100
H -3.71953 2.51838 0.15601 -0.276 0.126 -0.043
H -3.06986 -0.88615 4.49176 -0.022 -0.058 -0.150
H 5.76430 4.22724 1.21799 0.027 0.011 0.054
H 1.64140 -3.67111 2.49231 0.210 -0.131 -0.345
C -5.55727 -3.58296 -2.07795 0.285 -0.028 0.075
H 5.73780 -0.05238 -0.75145 -0.037 -0.156 -0.135
C 8.11805 3.69195 2.64197 -0.002 0.020 0.049
H -3.43305 -10.05917 1.71258 -0.117 0.146 0.033
O 4.85052 1.97021 -1.11893 -0.129 -0.278 0.621
O -3.32806 -6.44603 -0.48343 0.012 0.104 -0.008
O -1.90313 -1.57014 -2.85882 -1.175 -0.446 0.000
O 3.10672 2.21337 0.28078 -0.352 -0.077 -0.263
C 7.81699 4.58590 0.59064 -0.014 -0.002 -0.178
H 0.21212 -1.81835 -1.08114 -0.255 -0.125 0.075
H -1.55289 1.91471 0.05490 0.102 0.225 -0.101
N -2.12803 -0.55572 4.33140 -0.225 0.032 0.039
O 5.74359 -2.05278 -0.16899 0.021 0.058 0.121
H -5.95317 -3.50640 -3.08890 -0.033 -0.083 -0.050
C -0.85509 -1.08059 -2.71166 0.717 0.434 -0.062
C 5.66343 -0.65444 0.14312 0.116 -0.010 -0.026
H 0.60056 2.04668 4.89827 -0.203 0.221 -0.289
H -0.96269 -9.82604 0.45841 0.044 0.119 -0.144
H 0.46146 2.31714 0.51833 -0.150 -0.067 -0.133
C 0.69412 -3.44667 2.01027 -0.483 0.098 0.299
H -3.35511 4.13230 -8.48048 0.039 0.014 0.026
H -5.01165 -1.14877 0.37870 0.089 0.002 0.071
O -1.51770 3.06843 -6.64018 -0.072 -0.001 -0.102
H -6.25314 -4.15510 -1.46214 -0.158 0.030 -0.058
H -2.62898 -3.19321 1.82538 0.099 0.141 0.130
H -4.81045 -3.59778 1.54590 0.085 -0.027 0.089
C -0.12606 -0.83388 -1.40561 0.574 0.115 -0.411
H -0.83175 -2.00986 2.43352 -0.061 0.477 -0.020
C 6.83675 -0.46880 1.08234 -0.045 0.188 0.048
C -5.33516 -2.19367 -1.49073 -0.395 0.379 0.080
O -1.71287 -7.93972 0.00339 -0.228 -0.061 0.095
N -3.07595 -2.54262 1.19177 0.166 -0.177 -0.367
H 0.75577 -3.58199 0.93413 0.241 0.001 -0.050
H 3.75997 5.69719 -0.98166 0.178 -0.079 0.204
C -0.18708 5.30279 1.29835 -0.464 0.349 0.591
H -1.19485 -2.66306 0.31679 0.267 0.400 0.059
O 0.09569 3.48731 2.90662 -0.072 0.023 0.013
O -1.02065 0.38493 1.99744 0.672 0.624 -0.275
H 0.67580 5.37433 3.27767 -0.081 0.080 0.169
C -2.14955 -2.16668 0.13855 -0.877 -0.991 0.724
H 2.08479 5.35854 -1.31516 0.000 0.106 -0.001
H -2.54866 -2.58956 -0.78616 0.188 0.441 -0.356
C -4.30334 -3.16620 0.68140 -0.111 0.215 0.565
H -1.61040 2.89218 1.87788 0.010 -0.222 -0.082
H -0.44358 4.44816 0.67632 0.031 0.023 -0.174
C -0.02292 0.21203 0.99525 0.557 -1.104 -0.481
H -1.28286 2.89503 -8.69946 0.099 0.102 0.126
H 1.29013 -1.54896 0.56877 -0.094 0.137 -0.213
C -2.61790 3.34361 -5.90171 0.034 -0.001 0.174
C -1.09856 2.73285 2.83406 0.645 0.411 0.048
H -1.36881 -8.79798 1.84549 -0.042 0.027 0.005
H -1.09008 5.14476 3.27939 -0.023 -0.002 0.094
C -2.13656 0.85268 3.96454 0.238 -0.578 0.007
C -3.10712 -9.58672 0.79003 0.035 -0.185 0.042
C -2.99318 -7.48585 -0.01912 0.081 0.057 -0.048
S 0.54523 0.89498 4.22269 0.508 -0.612 -0.307
H 4.19168 3.90472 -2.36352 -0.055 -0.320 -0.300
C -1.51425 1.28252 -0.82662 -0.345 -0.663 0.327
H -1.75421 3.13631 3.61263 -0.198 -0.171 0.010
H 2.65497 0.21661 0.11000 -0.140 -0.121 0.056
H 6.66391 0.28860 1.84204 0.020 -0.123 0.127
H -4.08402 -4.01123 0.02376 -0.042 0.039 -0.178
C 2.13863 1.15879 -0.05723 0.566 0.323 0.130
C -3.93871 1.49197 -0.14134 0.712 -0.362 0.338
H -4.03388 2.49527 -8.56267 -0.097 -0.033 0.161
H 0.60643 -1.87473 3.41551 -0.144 0.428 0.061
H -3.23171 0.19225 -1.75274 0.164 -0.149 0.088
H -1.62032 -0.68595 5.19625 0.105 -0.008 -0.022
C -2.99593 1.13463 -1.28369 -0.197 1.330 -0.484
H 6.39051 2.99649 0.11273 0.117 -0.170 0.085
H 2.76552 4.69406 0.13273 0.190 0.013 0.112
C 0.25172 -2.01015 2.39683 0.077 -1.337 -0.618
H 8.53084 4.12575 -0.09518 0.001 -0.039 0.026
S -0.48522 -4.70826 2.62017 -0.132 -0.186 0.463
H 4.70664 -0.45563 0.62944 0.022 -0.007 0.050
C -1.67404 -9.09996 0.84225 0.148 -0.141 0.097
C 3.82763 2.53693 -0.81447 0.872 0.131 -1.285
C 2.99728 4.92711 -0.90349 -0.700 -0.070 -0.393
O 8.60857 3.44813 3.69244 0.033 -0.026 0.058
C 6.65654 3.67075 0.91837 -0.135 0.113 -0.101
O 8.44393 4.75536 1.86469 -0.086 -0.072 -0.035
C -0.89594 1.22639 3.09593 -1.286 0.643 1.383
H 2.49996 3.34173 -2.29410 0.007 -0.188 -0.031
H 7.76231 -0.23461 0.55279 -0.005 -0.049 -0.032
O 6.95979 -1.76687 1.67710 -0.041 0.039 -0.089
H -1.94901 1.47414 -7.87163 -0.038 0.001 0.039
O -3.83115 -8.37523 0.56013 0.083 -0.021 -0.007
Br -3.35496 2.46976 -2.70082 -0.850 -1.135 1.069
H -3.02954 1.07242 3.37598 -0.059 -0.012 -0.014
O -2.08661 -0.75195 0.09865 0.654 -0.430 -0.471
C 3.36250 3.65965 -1.71046 -0.212 0.845 1.018
H -6.19750 -1.58398 -1.77670 0.029 0.118 -0.001
C -1.94992 2.56487 -7.90769 0.015 -0.094 -0.157
H 7.50428 5.54402 0.18379 0.066 0.092 0.166
H 1.73065 -0.57016 1.92142 0.099 -0.027 -0.038
C 0.86869 -1.00688 1.41205 -0.080 0.359 0.907
H -4.97843 1.38528 -0.43092 -0.072 0.056 -0.008
C -0.90475 -0.08959 -0.31464 -0.659 0.672 0.190
Br -0.38203 2.23739 -2.09811 0.404 -0.123 0.257
C -5.26072 -2.15429 0.04044 -0.063 -0.384 -0.294
```
Forces are in eV/Å.

Atomic partial charges in e from the Löwdin method, atoms 1 to 8: atom 1 (C): -0.576, atom 2 (H): 0.106, atom 3 (H): 0.069, atom 4 (H): 0.055, atom 5 (H): 0.080, atom 6 (C): -0.231, atom 7 (O): 0.050, atom 8 (C): -0.115

=====

No. 3
Computed, not measured: a single C3H7N3O molecule, with ωB97M-V with the def2-TZVPD basis set.

SMILES string   [H]/N=C/N(O)/C(C)=N/[H]
2S+1   1
DFT total energy   -9739.83459 eV
Frontier orbital gap   0.360 Ha
Max |F|   3.80 eV/A

Geometry as XYZ:
```
14
Properties=species:S:1:pos:R:3:forces:R:3
H 0.20372 1.81906 -0.44782 -0.589 -0.215 0.260
O -0.07662 -2.23918 0.16819 -3.117 1.846 -1.162
N 2.13111 0.47820 -0.06973 0.367 0.419 -0.111
H -1.58752 2.09392 -0.08491 0.962 -0.773 0.453
N 0.22538 -0.84249 0.05255 -0.877 -1.241 0.480
C -0.67130 1.47698 0.13682 0.811 -0.173 1.880
C 1.57799 -0.66441 -0.02388 1.163 0.892 -1.178
H -2.72995 0.15717 -0.10864 -0.996 0.291 -0.255
N -2.05781 -0.57013 -0.20795 1.551 -0.551 0.402
H -1.09973 -2.08401 -0.10264 2.109 -1.256 0.804
H 2.16702 -1.57257 -0.21671 -0.757 -0.109 0.389
C -0.91677 -0.01481 -0.04570 1.169 0.751 -0.042
H -0.29670 1.53540 1.27335 -1.025 0.364 -2.411
H 3.13115 0.42688 -0.32293 -0.771 -0.245 0.491
```
Forces are in eV/Å.

Atomic partial charges in e from the natural (NBO) method, atoms 1 to 8: atom 1 (H): 0.276, atom 2 (O): -0.560, atom 3 (N): -0.711, atom 4 (H): 0.226, atom 5 (N): -0.184, atom 6 (C): -0.698, atom 7 (C): 0.277, atom 8 (H): 0.366